DFT (ωB97M-V with the def2-TZVPD basis set) results for an isolated molecule of C6H16N2 in a non-equilibrium geometry.

## Properties
E_tot: -9460.691 eV
SMILES string: CN[C@H](C)CN(C)C
HOMO-LUMO gap: 9.09 eV

The geometry in ORCA input format:
```
! wB97M-V def2-TZVPD RIJCOSX def2/J DEFGRID3
* xyz 0 1
C 0.6361 -0.6631 -0.0878
N 0.3469 -0.7125 1.3672
C -0.7306 -1.6189 1.6942
C 1.5267 -0.8416 2.1967
C 0.1120 0.6311 -0.7194
C 1.1346 1.1005 -1.7946
N -1.1995 0.4146 -1.3184
C -2.1271 1.5346 -1.1784
H 0.2096 -1.5499 -0.5627
H 1.7215 -0.7663 -0.1858
H -1.5101 -1.4829 0.9438
H -0.4413 -2.6831 1.6458
H -1.1418 -1.3821 2.6730
H 1.2004 -0.9860 3.2249
H 2.1284 -1.7333 1.9343
H 2.1668 0.0294 2.0622
H 0.1070 1.3901 0.0354
H 1.9452 1.6658 -1.3276
H 1.5574 0.2834 -2.3681
H 0.6712 1.8043 -2.4922
H -1.1207 0.1330 -2.2836
H -1.6130 2.4993 -1.1867
H -2.7148 1.4102 -0.2889
H -2.8650 1.5234 -1.9832
*
```

***

DFT (ωB97M-V with the def2-TZVPD basis set) results for a cluster of 2 separate species, C3H4N2O in total.

## Properties
E_tot: -8198.288 eV
SMILES string: [H]/N=C1/NO1.C#C
HOMO-LUMO gap: 11.64 eV

The geometry in ORCA input format:
```
! wB97M-V def2-TZVPD RIJCOSX def2/J DEFGRID3
* xyz 0 1
O 2.2242 0.8200 -0.4791
C 1.4521 -0.1536 -0.0194
N 1.2326 -1.3819 0.0046
C -1.6837 -0.4651 0.1056
C -2.3676 0.5183 -0.0159
N 1.0255 1.0686 0.4643
H 1.9226 -1.9102 -0.5234
H -1.0412 -1.3182 0.2120
H -3.0414 1.3411 -0.1105
H 0.2839 1.4300 -0.1458
*
```

***

DFT (ωB97M-V with the def2-TZVPD basis set) results for a structure of composition C18H39CuO9 in a non-equilibrium geometry.

## Properties
E_tot: -82360.917 eV
HOMO-LUMO gap (spin up / spin down): 5.63 / 5.29 eV

The geometry in ORCA input format:
```
! wB97M-V def2-TZVPD RIJCOSX def2/J DEFGRID3
* xyz -1 2
Cu -0.1019 -0.6564 -1.2139
C -3.9471 -1.9748 -0.4080
C -2.9210 -2.8252 0.3435
O -1.6710 -2.9739 -0.3001
H -4.8306 -1.9240 0.2283
H -4.3084 -2.4077 -1.3407
H -3.6968 -0.9308 -0.5967
H -3.3644 -3.7930 0.5776
H -2.7385 -2.5410 1.3799
C -3.2893 -0.7576 -3.8265
C -1.9047 -0.1967 -3.9095
O -0.9698 -1.0367 -3.3287
H -3.6961 -0.6934 -2.8173
H -3.2210 -1.7796 -4.1992
H -3.9848 -0.1970 -4.4510
H -1.8576 0.8317 -3.5514
H -1.6779 -0.0845 -4.9697
C 3.6323 -1.1485 -0.9439
C 2.7618 -1.6196 0.2046
O 1.6137 -2.2628 -0.2539
H 4.4562 -0.5130 -0.6193
H 3.1488 -0.4322 -1.6083
H 4.0679 -1.9835 -1.4926
H 2.4665 -0.7458 0.7855
H 3.3236 -2.2872 0.8580
O 0.3740 -3.3848 2.2672
C 0.2384 -2.5010 3.1369
O 0.2321 -2.5713 4.4965
C 0.6938 -3.7433 5.0883
C 2.1343 -3.7423 5.3862
C 0.0636 -1.0486 2.6978
H 0.4900 -4.6036 4.4507
H 0.0338 -3.8866 5.9438
H 2.3105 -3.1476 6.2825
H 2.7923 -3.3638 4.6040
H 2.5679 -4.7348 5.5090
H 0.4017 -0.9604 1.6653
H 0.6592 -0.3720 3.3106
H -0.9690 -0.6998 2.6898
O -1.0918 1.0638 0.1813
C -2.1358 1.6407 0.3734
O -2.5305 2.6633 -0.4085
C -1.6845 3.2277 -1.5032
C -0.6469 4.0885 -0.8100
C -3.1612 1.2320 1.4428
H -2.3488 3.7266 -2.2088
H -1.1775 2.4272 -2.0420
H 0.0575 3.4650 -0.2594
H -1.1442 4.6901 -0.0492
H -0.1128 4.7141 -1.5252
H -3.0497 0.2468 1.8956
H -4.1865 1.1884 1.0753
H -3.0038 2.0089 2.1910
O 1.0458 1.1940 -1.8191
C 1.9054 1.9337 -2.2932
O 2.8317 2.5958 -1.7056
C 3.1194 2.3931 -0.2821
C 3.5159 3.7678 0.3191
C 1.8786 2.2882 -3.7622
H 3.8788 1.6364 -0.0848
H 2.1916 2.1028 0.2109
H 4.4319 4.1472 -0.1337
H 3.8501 3.7760 1.3566
H 2.6403 4.4123 0.2421
H 1.9411 3.3648 -3.9206
H 0.9857 1.8886 -4.2430
H 2.6881 1.8092 -4.3130
*
```

***

DFT (ωB97M-V with the def2-TZVPD basis set) results for a structure of composition C26H40AsClN6O9S2SiV in a non-equilibrium geometry.

## Properties
E_tot: -183588.588 eV
HOMO-LUMO gap (spin up / spin down): 5.51 / 6.46 eV

The geometry in ORCA input format:
```
! wB97M-V def2-TZVPD RIJCOSX def2/J DEFGRID3
* xyz -2 4
V -0.0248 0.6313 -2.0090
N -2.5153 1.3631 0.0470
C -2.9972 0.8214 -1.0763
N -4.3228 0.6351 -1.1828
C -4.7242 0.1559 -2.3565
N -6.0708 -0.1150 -2.4950
N -3.9617 -0.1003 -3.4167
C -2.6587 0.1059 -3.2056
N -2.1306 0.5162 -2.0470
C -1.6848 -0.0484 -4.3076
C -2.0975 -0.2673 -5.6022
C -1.0767 -0.3447 -6.5839
C 0.2078 -0.0758 -6.2615
C 0.5580 0.4033 -4.8996
N -0.4080 0.0925 -3.9084
H -3.1145 1.3080 0.8561
H -1.5147 1.2952 0.2318
H -6.6623 0.4023 -1.8621
H -6.3770 -0.1561 -3.4548
H -3.1412 -0.4116 -5.8251
H -1.3319 -0.6460 -7.5955
H 1.0049 -0.1459 -6.9890
H 1.5389 0.0419 -4.5596
O 0.9036 4.3656 -4.1414
As 0.8324 2.7298 -3.4475
O 0.7104 1.9110 -4.9897
O -0.5947 2.6514 -2.6212
C 2.6869 2.5729 -2.8985
C 3.6270 2.3602 -3.8875
C 4.9596 2.1910 -3.5285
C 5.3316 2.2242 -2.1971
C 4.3760 2.4392 -1.2073
C 3.0582 2.6141 -1.5664
S 1.7976 2.9842 -0.3662
O 2.4626 3.1615 0.9060
O 1.1947 4.1888 -0.9350
O 0.8961 1.8276 -0.3856
H 0.8654 4.9421 -3.3733
H 3.3125 2.3118 -4.9248
H 5.7048 2.0224 -4.2955
H 6.3687 2.0798 -1.9217
H 4.6394 2.4610 -0.1621
C -0.4314 2.7454 3.1438
C -0.5777 1.2636 3.4834
C -1.9383 0.9921 4.1201
C 0.5417 0.8362 4.4287
O -0.4921 0.5754 2.2593
Si -0.3577 -1.0134 1.8376
S -0.5404 -1.3046 -0.1805
O 0.9320 -1.7249 2.6033
C 2.2964 -1.9375 2.2409
C 3.0172 -2.2311 3.5574
C 2.3791 -3.1407 1.3029
C 2.8954 -0.7103 1.5724
O -1.6008 -1.6846 2.7113
C -2.0033 -3.0131 2.8799
C -1.2627 -3.9652 1.9470
C -3.5032 -3.0584 2.5910
C -1.7205 -3.3878 4.3368
H -0.5566 3.3548 4.0420
H -1.1845 3.0406 2.4154
H 0.5494 2.9388 2.7154
H -1.9761 1.4269 5.1185
H -2.1191 -0.0807 4.1814
H -2.7315 1.4357 3.5208
H 0.4819 1.4038 5.3595
H 1.5028 1.0309 3.9647
H 0.4717 -0.2259 4.6515
H 2.5231 -3.0520 4.0777
H 2.9964 -1.3525 4.2002
H 4.0544 -2.5046 3.3710
H 2.0023 -4.0366 1.8008
H 3.4114 -3.3138 1.0004
H 1.7863 -2.9497 0.4127
H 2.7028 0.1840 2.1527
H 2.4753 -0.5695 0.5853
H 3.9744 -0.8305 1.4654
H -1.3735 -3.6456 0.9121
H -1.6556 -4.9751 2.0639
H -0.2005 -3.9688 2.1769
H -3.6794 -2.8040 1.5494
H -4.0191 -2.3291 3.2138
H -3.9120 -4.0485 2.7908
H -0.6600 -3.2568 4.5378
H -1.9973 -4.4238 4.5380
H -2.2811 -2.7378 5.0070
Cl 2.1528 -0.4509 -2.2139
*
```